# C30H50O30

A 10-piece molecular cluster, C30H50O30 overall at a distorted geometry (wB97M-V/def2-TZVPD, the Open Molecules 2025 dataset).

```
110
C30H50O30 wB97M-V/def2-TZVPD
C 5.003 -5.119 -1.151
O 6.304 -4.646 -1.491
C 7.096 -5.329 -2.334
O 8.318 -5.113 -2.558
O 6.477 -6.320 -2.903
C 7.086 -7.253 -3.841
H 4.889 -6.203 -1.152
H 4.190 -4.674 -1.723
H 4.818 -4.800 -0.126
H 7.749 -7.883 -3.248
H 7.640 -6.703 -4.601
H 6.325 -7.931 -4.228
C 1.337 0.659 -0.824
O 0.054 1.155 -1.048
C -0.766 1.382 0.015
O -0.423 1.310 1.197
O -1.946 1.917 -0.482
C -2.852 2.487 0.399
H 1.915 1.425 -0.307
H 1.877 0.370 -1.725
H 1.370 -0.305 -0.317
H -3.768 2.909 -0.014
H -2.278 3.196 0.997
H -3.030 1.727 1.159
C 8.479 0.231 -4.714
O 8.425 1.127 -3.625
C 9.269 0.869 -2.530
O 10.100 -0.041 -2.480
O 9.064 1.731 -1.510
C 8.149 2.768 -1.463
H 9.146 0.747 -5.405
H 7.457 0.163 -5.089
H 8.904 -0.758 -4.546
H 8.341 3.698 -0.928
H 7.200 2.492 -1.003
H 8.126 3.116 -2.496
C -3.677 -7.206 -1.687
O -4.281 -5.893 -2.092
C -3.721 -4.695 -2.082
O -4.324 -3.651 -2.387
O -2.356 -4.840 -1.857
C -1.600 -3.659 -1.900
H -2.914 -7.435 -2.431
H -4.424 -7.999 -1.685
H -3.229 -7.173 -0.694
H -2.105 -2.869 -1.345
H -1.472 -3.274 -2.912
H -0.632 -3.907 -1.464
C -7.554 7.467 0.995
O -8.653 7.443 1.919
C -9.880 7.295 1.501
O -10.209 7.446 0.331
O -10.661 7.031 2.481
C -12.087 7.146 2.436
H -7.491 6.476 0.546
H -6.658 7.634 1.592
H -7.674 8.148 0.152
H -12.483 8.095 2.798
H -12.463 6.264 2.955
H -12.454 7.075 1.412
O 3.763 -2.186 3.778
C 4.339 -2.671 4.740
O 4.524 -3.925 4.971
C 5.285 -4.198 6.122
C 5.653 -2.825 6.503
O 4.893 -2.044 5.712
H 4.538 -4.592 6.810
H 6.094 -4.916 5.987
H 6.718 -2.688 6.316
H 5.468 -2.629 7.559
O 2.613 -2.366 -5.411
C 3.484 -2.814 -6.076
O 4.682 -3.173 -5.651
C 5.374 -3.721 -6.730
C 4.679 -3.145 -7.944
O 3.437 -2.851 -7.411
H 6.416 -3.427 -6.607
H 5.226 -4.777 -6.505
H 4.514 -3.859 -8.751
H 5.178 -2.274 -8.370
O 0.167 6.912 3.456
C -0.603 7.271 4.325
O -0.209 8.159 5.235
C -1.317 8.446 6.089
C -2.289 7.349 5.776
O -1.850 6.823 4.580
H -0.904 8.456 7.098
H -1.819 9.395 5.899
H -3.294 7.766 5.718
H -2.377 6.590 6.554
O -7.467 4.451 -2.805
C -7.578 3.252 -2.618
O -8.399 2.703 -1.732
C -8.363 1.339 -1.760
C -7.146 0.994 -2.537
O -6.793 2.260 -3.136
H -8.523 0.857 -0.796
H -9.180 0.999 -2.397
H -7.374 0.291 -3.338
H -6.473 0.506 -1.832
O -3.118 -3.536 3.113
C -2.817 -2.687 3.909
O -3.312 -1.427 4.120
C -2.653 -0.884 5.269
C -1.386 -1.657 5.266
O -1.780 -2.856 4.723
H -2.236 0.123 5.244
H -3.226 -0.991 6.190
H -0.971 -1.942 6.233
H -0.631 -1.201 4.625
```

As for the charge: 0. The energy relative to the best compared isomer or geometry (same formula, charge and spin) comes out at 5.215 eV. The total energy comes out at -93340.0828 eV. The value obtained for the HOMO energy is -10.2 eV. The LUMO energy is 0.36 eV.

Results of the Mulliken charge analysis, in e, for atoms 1 through 99:
1 C -0.61
2 O -0.30
3 C 0.86
4 O -0.63
5 O -0.35
6 C -0.62
7 H 0.30
8 H 0.26
9 H 0.27
10 H 0.32
11 H 0.28
12 H 0.22
13 C -0.63
14 O -0.30
15 C 0.73
16 O -0.55
17 O -0.27
18 C -0.54
19 H 0.28
20 H 0.26
21 H 0.28
22 H 0.22
23 H 0.30
24 H 0.23
25 C -0.66
26 O -0.31
27 C 0.81
28 O -0.55
29 O -0.33
30 C -0.59
31 H 0.29
32 H 0.21
33 H 0.33
34 H 0.27
35 H 0.25
36 H 0.29
37 C -0.54
38 O -0.34
39 C 0.80
40 O -0.58
41 O -0.32
42 C -0.63
43 H 0.27
44 H 0.24
45 H 0.28
46 H 0.31
47 H 0.31
48 H 0.22
49 C -0.57
50 O -0.34
51 C 0.89
52 O -0.61
53 O -0.33
54 C -0.65
55 H 0.27
56 H 0.21
57 H 0.29
58 H 0.27
59 H 0.24
60 H 0.33
61 O -0.60
62 C 0.78
63 O -0.35
64 C -0.25
65 C -0.26
66 O -0.33
67 H 0.23
68 H 0.27
69 H 0.26
70 H 0.26
71 O -0.55
72 C 0.67
73 O -0.28
74 C -0.30
75 C -0.20
76 O -0.34
77 H 0.25
78 H 0.23
79 H 0.26
80 H 0.25
81 O -0.54
82 C 0.67
83 O -0.33
84 C -0.26
85 C -0.23
86 O -0.30
87 H 0.27
88 H 0.24
89 H 0.26
90 H 0.24
91 O -0.55
92 C 0.68
93 O -0.32
94 C -0.31
95 C -0.22
96 O -0.33
97 H 0.31
98 H 0.23
99 H 0.26